Record 1
# C19H13F4S

The ion C19H13F4S with charge +1 in a non-equilibrium geometry (ωB97M-V/def2-TZVPD, the OMol25 dataset).

Geometry as XYZ:
```
37
Properties=species:S:1:pos:R:3:forces:R:3:mulliken_charge:R:1
S -5.17478 3.76034 0.80794 0.3 0.4 -2.0 -0.01
F -2.00836 -1.71435 4.75905 0.2 1.7 -0.5 -0.30
F -1.09928 2.71149 6.20397 -0.2 -1.1 -1.1 -0.30
F -3.13150 0.89083 -5.65067 0.1 -0.6 1.6 -0.30
F -3.35661 -2.88488 -2.77736 0.2 1.8 -0.1 -0.30
C -1.54757 0.47697 5.53088 0.2 -0.2 0.0 -0.76
C -4.44726 3.91722 3.19139 1.4 0.2 0.1 -0.26
C -3.07435 0.34523 -4.37890 -0.1 0.5 -0.9 0.38
C -5.29851 5.29286 1.52862 0.6 -2.1 0.5 -0.18
C -2.85145 1.19981 -3.30134 0.0 -0.2 0.6 -0.89
C -1.43202 1.81712 5.21205 0.1 1.3 0.0 0.44
C -2.97801 -0.71722 -1.82154 0.0 -0.1 -0.1 -0.86
C -2.20336 0.09368 3.19357 -0.3 -1.0 0.5 -0.85
C -2.70551 2.08425 1.64870 2.6 1.0 -0.1 0.32
C -1.70180 2.32945 3.93258 -0.1 -0.2 0.9 -0.88
C -3.18841 -1.52053 -2.94718 -0.1 -0.9 0.2 0.47
C -2.65383 1.56943 -0.83936 0.3 0.6 0.8 -0.49
C -4.25918 2.97811 2.08798 -2.1 0.2 0.6 -0.17
C -3.25778 -1.03010 -4.25401 0.2 0.6 0.9 -0.73
C -2.52775 1.17616 0.46264 -0.8 1.1 -0.5 -1.07
C -2.80663 0.67912 -1.97436 0.1 -1.0 -1.7 1.06
C -1.90489 -0.36729 4.49098 -0.2 -0.8 -0.3 0.39
C -4.87496 5.20555 2.84818 0.3 -1.4 0.0 -0.62
C -2.18483 1.46207 2.94950 -0.1 0.8 -0.3 0.60
H -2.95183 -1.17079 -0.82261 -0.1 0.1 -0.6 0.48
H -2.13544 0.18001 0.63906 -0.8 -0.1 0.2 0.49
H -2.59774 2.64386 -1.09973 -0.7 -0.5 0.3 0.39
H -2.45038 -0.65765 2.42824 -0.1 0.5 0.6 0.53
H -4.56672 1.95512 2.25857 -1.1 -0.1 0.4 0.48
H -1.32528 0.10448 6.53272 -0.1 0.1 -0.4 0.48
H -2.30726 3.09338 1.47159 0.7 -0.7 -0.1 0.57
H -5.68694 6.16376 1.04970 -0.3 0.2 -0.4 0.46
H -1.55055 3.38979 3.72874 -0.2 -0.2 0.2 0.58
H -4.19953 3.63273 4.20988 0.1 0.1 -0.1 0.51
H -2.70854 2.26826 -3.46328 -0.1 -0.3 -0.1 0.42
H -4.89595 6.04196 3.49919 -0.1 0.4 0.7 0.44
H -3.44603 -1.66429 -5.10614 0.0 0.0 0.0 0.49
```
Forces are in eV/Å.

The value obtained for the gap between HOMO and LUMO is 0.2196 hartree. The lowest unoccupied orbital energy is -5.97 eV. The total charge is +1. The total energy comes out at -1529.0938 Ha. The calculation puts the maximum force at 2.83 eV/A.


Record 2
# C28H31LiN7O7Ti

A structure of composition C28H31LiN7O7Ti in a non-equilibrium geometry (ωB97M-V/def2-TZVPD, the OMol25 dataset).

Geometry as XYZ:
```
75
Properties=species:S:1:pos:R:3:forces:R:3:mulliken_spin:R:1
Ti -4.76808 -13.54883 -14.97331 -0.5 -0.9 -0.1 1.85
O -3.63437 -11.57391 -15.47200 -0.7 -0.3 1.2 0.03
O -2.67546 -14.27549 -14.50625 -0.5 -1.1 -0.9 0.00
O -4.86160 -11.78179 -13.69711 0.1 0.2 0.2 -0.01
O -3.89026 -15.86474 -15.36302 -1.3 0.0 -0.3 0.01
O -4.36248 -19.54463 -17.47666 0.1 0.2 -0.1 0.00
O -1.73466 -16.14667 -15.25817 -2.1 1.2 0.6 0.02
O -3.53052 -10.04369 -13.94159 -0.7 -0.7 0.5 0.04
N 2.45720 -17.05631 -14.68289 -0.6 1.6 0.4 0.00
N -4.00770 -11.09361 -14.30158 1.3 0.9 -1.8 -0.01
N -5.98631 -14.81752 -13.29572 1.0 0.2 -1.5 0.01
N -5.93949 -13.56805 -16.73543 0.0 -0.3 0.8 0.22
N -2.78642 -15.48668 -15.04492 3.8 0.7 0.2 0.00
N -0.02882 -12.54648 -15.77378 0.3 0.5 0.4 0.00
N -2.09125 -12.63683 -17.85756 -0.2 -0.1 -0.4 0.00
C -5.98710 -12.54733 -17.65645 -1.0 1.1 -0.8 0.23
C 1.19245 -17.39568 -14.83582 -0.6 0.1 -0.7 0.00
C -4.74135 -19.20456 -16.37880 -0.1 -0.4 -0.4 0.00
C 1.68946 -19.72383 -14.77691 0.6 1.5 -0.6 0.00
C 0.68882 -13.46865 -15.09573 -0.9 1.7 -1.6 0.00
C -6.57282 -12.64831 -18.90220 0.9 -0.9 0.3 -0.14
C 1.90573 -11.95278 -17.13190 0.5 -0.3 1.1 0.00
C -7.22738 -14.82250 -18.37789 -0.4 -2.0 1.7 -0.19
C -2.44695 -14.24078 -19.60663 -0.9 0.4 -1.9 0.00
C 3.34100 -17.99232 -14.57828 1.1 -1.6 0.2 0.00
C -4.15111 -19.85545 -15.16001 1.1 -0.6 -0.5 0.00
C -7.11584 -14.52853 -11.27670 -0.4 -1.6 1.4 0.00
C 3.04143 -19.35625 -14.68471 0.2 -0.5 1.0 0.00
C -2.47191 -11.68644 -18.71657 0.4 0.3 1.2 0.01
C -6.73530 -14.67113 -17.08706 0.1 0.9 -1.2 0.40
C -6.57017 -16.78302 -12.05381 0.2 3.0 0.0 0.00
C -2.06085 -13.88273 -18.31502 -0.5 -0.2 -1.3 0.01
C -5.90735 -18.26544 -16.26815 0.3 0.8 -1.3 0.00
C 1.99353 -13.64519 -15.46071 0.9 -0.9 0.3 0.00
C 2.65245 -12.94306 -16.46538 -1.4 0.1 -0.9 0.00
C -2.84986 -13.23096 -20.54999 0.6 0.1 3.1 0.01
C -5.96013 -16.13782 -13.14704 -1.0 -0.2 1.4 0.03
C -7.02207 -13.92862 -19.40465 -0.1 1.8 0.2 0.49
C -7.09096 -15.90595 -11.09090 0.0 -0.9 0.6 0.01
C -2.83581 -11.92393 -20.02578 -0.3 0.0 -0.5 0.00
C -6.56904 -14.04436 -12.40399 -0.3 1.8 -0.6 0.02
C 0.58678 -11.77631 -16.69224 -0.2 0.2 -0.2 0.00
C 0.74293 -18.70504 -14.94221 0.6 0.3 0.3 0.00
Li -2.02082 -12.40426 -15.86315 0.3 -0.3 0.1 0.01
H -7.52930 -13.92864 -10.49321 -0.1 0.5 0.1 0.00
H -0.05164 -10.97987 -17.10837 0.4 -0.5 0.0 0.00
H -7.50833 -14.01241 -20.37049 0.2 -0.1 0.1 0.03
H -5.73027 -11.52509 -17.31290 0.2 -0.8 -0.1 0.00
H -6.58639 -17.81767 -11.89188 0.1 -1.3 -0.1 0.00
H 2.43036 -11.34302 -17.87466 -0.7 -0.1 0.1 0.00
H -3.42539 -20.61190 -15.53167 -0.6 0.3 0.2 0.00
H -5.44253 -16.64683 -13.90590 0.5 -0.7 -0.8 0.00
H -0.30406 -18.85134 -15.14733 -0.2 -0.4 0.2 0.00
H -6.73530 -18.62266 -16.87193 -0.1 -0.5 0.0 0.00
H 4.32839 -17.64505 -14.29868 0.3 -0.3 -0.4 0.00
H 0.14816 -14.03683 -14.34716 0.2 -0.1 -0.1 0.00
H 3.61821 -13.23955 -16.87887 -0.1 0.1 0.6 0.00
H -3.23876 -13.43137 -21.52846 0.1 -0.2 -0.3 0.00
H -6.27146 -18.03247 -15.29021 0.0 0.1 0.6 0.00
H -1.74512 -14.65417 -17.65696 0.2 -0.5 0.7 -0.01
H -2.55835 -15.29847 -19.92122 0.4 0.8 0.5 0.00
H -5.61526 -17.35668 -16.83240 -0.1 -0.2 0.6 0.00
H -4.98975 -20.36695 -14.69523 0.1 0.0 0.7 0.00
H -7.06820 -15.32121 -16.29490 0.2 -0.2 0.2 0.00
H -3.55433 -19.21164 -14.49813 -0.7 0.1 0.0 0.00
H -6.63382 -12.96570 -12.60036 0.3 -0.5 -0.1 -0.01
H 1.37650 -20.72972 -14.76732 -0.2 -1.1 -0.1 0.00
H -2.45856 -10.68934 -18.22910 -0.3 -0.5 -0.9 0.00
H 3.86901 -20.09049 -14.52413 -1.0 0.6 -0.3 0.00
H -6.63943 -11.75426 -19.49181 0.0 0.3 -0.3 -0.02
H -7.84934 -15.72194 -18.48839 0.2 0.3 -0.3 -0.02
H 0.52781 -16.54556 -14.90519 -0.4 -0.2 -0.1 0.00
H -3.19269 -11.04680 -20.55215 0.1 -0.2 -0.4 0.00
H 2.42776 -14.46602 -14.95831 1.1 -0.7 0.4 0.00
H -7.42999 -16.28691 -10.11674 -0.1 0.0 -0.6 0.00
```
Forces are in eV/Å.

Its spin multiplicity is 4. The value obtained for the gap between HOMO and LUMO (alpha / beta) is 0.1727 / 0.3086 hartree. The lowest unoccupied orbital energy (alpha / beta) is 0.28 / 0.32 eV. The total energy comes out at -2852.3649 Ha. The calculation puts the maximum force at 3.91 eV/A.


Record 3
# C2H4F2IN

A cluster of 2 separate species, C2H4F2IN in total in a non-equilibrium geometry (ωB97M-V/def2-TZVPD, the OMol25 dataset).

Geometry as XYZ:
```
10
Properties=species:S:1:pos:R:3:forces:R:3:mulliken_spin:R:1
I 1.17204 -1.47596 1.82659 -0.3 0.7 -0.3 0.31
F -0.00699 1.21501 2.38165 0.1 -0.7 -1.9 0.05
F 1.70409 1.33108 1.13063 -0.4 0.0 -0.9 0.06
N -0.68595 -0.97770 -1.05946 -2.6 -1.5 1.7 0.18
C 0.58149 0.66235 1.25848 0.9 -0.1 3.6 0.58
C -0.55730 0.30891 -1.41065 3.2 -0.1 -2.2 0.83
H -1.17166 1.05010 -1.07982 -1.7 1.6 0.9 -0.01
H -1.44705 -1.07209 -0.38256 0.2 -0.4 -0.4 -0.01
H 0.37121 0.55280 -1.90956 -0.1 0.3 -0.1 0.00
H 0.04012 -1.59451 -0.75531 0.8 0.2 -0.4 0.00
```
Forces are in eV/Å.

For the energy above the lowest of the compared OMol25 structures with the same formula, charge and spin, the calculation gives 0.000 eV. Its spin multiplicity is 3. The value obtained for the gap between HOMO and LUMO (alpha / beta) is 0.2233 / 0.2891 hartree. The lowest unoccupied orbital energy (alpha / beta) is -0.22 / -2.41 eV. The total energy comes out at -630.6162 Ha. The calculation puts the maximum force at 3.88 eV/A.


Record 4
# C2H6IN2O

A cluster of 2 separate species, C2H6IN2O in total in a non-equilibrium geometry (ωB97M-V/def2-TZVPD, the OMol25 dataset).

Geometry as XYZ:
```
12
Properties=species:S:1:pos:R:3:forces:R:3:mulliken_charge:R:1
I -3.55695 -0.02001 -0.02807 -0.4 0.0 0.0 -0.07
O 3.80071 1.31897 -0.21356 0.1 -0.2 -0.5 -0.47
N 0.34062 0.39897 0.29965 -4.2 0.4 0.6 -0.18
N 2.69845 0.98898 -0.02010 -1.7 0.2 1.5 0.62
C 0.17685 -1.03855 -0.07352 -0.9 0.1 -0.1 -0.88
C 1.64286 0.78977 0.50531 2.6 0.8 -0.8 -0.12
H -0.22454 0.94216 -0.52354 1.5 -0.9 2.5 0.45
H 0.50464 -1.20252 -1.03232 0.8 0.4 -2.7 0.44
H -0.87504 -1.24421 -0.12217 -0.4 -0.4 0.6 0.21
H -0.23942 0.49688 1.28660 1.6 0.2 -3.0 0.46
H -5.08085 0.28017 -0.49951 0.4 0.0 0.1 0.16
H 0.81268 -1.71061 0.42122 0.4 -0.6 1.8 0.38
```
Forces are in eV/Å.

For the energy above the lowest of the compared OMol25 structures with the same formula, charge and spin, the calculation gives 5.036 eV. The value obtained for the gap between HOMO and LUMO is 0.3231 hartree. The lowest unoccupied orbital energy is -5.00 eV. The total charge is +1. The total energy comes out at -561.7964 Ha. The calculation puts the maximum force at 4.21 eV/A.


- Among the records above, which one has the lowest maximum force?
  C19H13F4S


- Which of these has the highest maximum force?
  C2H6IN2O


- Which of these has the lowest maximum force?
  C19H13F4S


- Number 1 is which compound?
  C19H13F4S